Entry 1:
4 unconnected molecules or ions with the total composition C35H39BClF3IN2O4P, computed with wB97M-V/def2-TZVPD.

```
87
Properties=species:S:1:pos:R:3:forces:R:3
C 2.108358 -3.528341 3.490196 0.55 0.59 -0.87
C 2.115934 -3.857768 1.891367 0.07 -0.42 2.14
O 0.811953 -3.530366 1.349154 1.70 0.41 -1.02
C 0.888406 -2.987147 0.010081 -0.64 1.22 -0.58
C 0.143301 -1.544645 0.064037 -2.34 1.09 -0.33
C -1.380982 -1.455685 -0.118686 3.42 1.68 0.63
Cl -2.231317 -3.065456 -0.451850 0.91 2.29 0.38
C -2.189402 -0.071636 -0.031727 4.24 0.59 1.59
P -4.017081 -0.219602 -0.229847 -0.34 -1.42 -1.49
C -5.082428 1.287246 -0.112163 -0.89 1.65 1.82
C -4.805428 -1.490929 0.980046 -0.18 0.48 0.61
C -1.286595 1.163045 0.199952 0.55 -3.33 -0.23
I -2.169638 3.126975 0.271714 0.76 -1.13 0.00
C 0.293425 1.099769 0.387481 0.03 -0.49 -0.29
N 0.995655 2.335580 0.592462 2.99 -3.32 0.16
C 2.393450 2.169079 0.794289 -2.84 -2.07 -0.21
O 3.197446 3.312378 1.044590 -1.49 -1.97 -1.39
C 3.183081 4.262385 -0.057909 0.62 1.33 -0.75
C 3.089811 3.614470 -1.521200 0.27 0.23 -0.92
C 4.301463 2.624910 -1.896247 -0.14 -0.98 -0.04
O 3.185249 4.746867 -2.466476 0.99 -1.07 1.10
C 3.066075 0.764097 0.780250 -0.25 0.27 0.32
B 4.692264 0.722872 1.078047 0.39 0.09 0.57
C 5.564744 -0.326772 0.180982 0.80 0.85 0.36
O 5.335681 1.546030 2.072554 -1.90 -1.66 -1.38
N 2.443663 -0.501480 0.538183 -2.60 6.15 0.27
C 1.039239 -0.257724 0.348712 -2.26 -1.40 -0.45
H 1.612473 -2.498815 3.651530 0.56 -1.74 -0.23
H 1.608348 -4.346952 4.108882 0.67 1.26 -0.87
H 3.212088 -3.383894 3.803364 -1.75 -0.50 -0.31
H 2.270670 -4.988913 1.781271 0.10 1.60 -0.10
H 2.982468 -3.252622 1.458689 -1.40 -0.83 0.14
H 0.390665 -3.705449 -0.736652 0.49 1.30 1.20
H 1.956313 -2.821278 -0.374661 -1.57 -0.17 0.91
H -4.949718 2.076204 -0.924825 0.05 -1.41 0.98
H -4.936383 1.827400 0.905243 -0.33 -0.75 -1.67
H -6.195627 0.962828 -0.111402 1.93 0.13 -0.20
H -5.331687 -0.912155 1.809771 0.91 -0.76 -1.12
H -5.621676 -2.094436 0.424938 1.59 1.03 0.73
H -4.036245 -2.189793 1.448631 -1.09 1.01 -0.76
H 4.204021 4.812499 -0.016365 -1.56 -1.05 0.04
H 2.399052 5.098612 0.113675 0.94 -1.71 -0.43
H 2.065309 3.133215 -1.757527 1.75 0.75 0.65
H 4.637598 2.752289 -2.996638 -0.81 0.01 1.73
H 3.972549 1.516375 -1.815283 0.55 1.84 0.02
H 5.239636 2.764654 -1.253277 -1.42 -0.07 -0.68
H 4.155265 4.860926 -2.604021 -1.10 0.13 0.03
H 6.667272 -0.206929 0.494210 -1.57 -0.36 -0.62
H 5.249420 -1.414777 0.342808 0.29 1.58 -0.41
H 5.467288 -0.011070 -0.924289 0.12 -0.82 1.61
H 4.678395 1.957867 2.674476 0.55 -0.09 -0.76
F 1.923483 10.861992 -4.059907 0.00 0.18 0.02
C 1.966185 9.547654 -4.331721 0.04 -0.80 -0.14
C 1.872475 9.121320 -5.647456 -0.01 0.16 -0.12
C 1.921811 7.759615 -5.929668 0.03 0.00 0.37
C 2.053485 6.839455 -4.891735 0.01 -0.01 -0.09
C 2.141727 7.278541 -3.573625 -0.11 0.24 -0.10
C 2.103488 8.641016 -3.291932 -0.01 0.12 0.02
H 1.762127 9.851407 -6.440943 0.02 -0.01 0.08
H 1.857056 7.415544 -6.956581 -0.01 0.08 0.09
H 2.087452 5.777078 -5.112276 0.00 0.11 0.07
H 2.240123 6.559936 -2.766501 -0.04 0.23 -0.23
H 2.179686 9.001587 -2.272645 -0.03 0.02 -0.07
F 2.676047 -4.958621 -1.007473 0.16 0.02 -0.07
C 2.371941 -6.257438 -1.163472 -0.19 -0.86 -0.10
C 3.311631 -7.220920 -0.831531 0.15 0.09 0.08
C 2.994981 -8.566530 -0.988165 -0.30 0.16 -0.12
C 1.746153 -8.932620 -1.485067 0.03 -0.04 0.01
C 0.812248 -7.956092 -1.819751 0.29 -0.01 0.12
C 1.124169 -6.610761 -1.653027 -0.07 0.18 -0.03
H 4.281089 -6.916674 -0.454115 -0.07 0.02 -0.02
H 3.720097 -9.328994 -0.724243 -0.05 0.11 -0.03
H 1.501546 -9.982607 -1.611091 0.02 0.12 0.01
H -0.158418 -8.242760 -2.210440 0.09 0.07 0.06
H 0.405999 -5.837540 -1.900135 0.06 -0.02 0.00
F -6.804667 -2.128589 2.743669 -0.18 -0.20 0.14
C -7.826449 -1.803851 3.553067 -0.69 0.18 0.55
C -7.605189 -1.691118 4.916837 0.19 -0.02 0.03
C -8.662234 -1.349762 5.754431 -0.16 -0.01 -0.32
C -9.930630 -1.135644 5.219703 -0.01 0.01 0.05
C -10.141990 -1.256570 3.849136 0.24 -0.02 0.20
C -9.083030 -1.587094 3.009721 0.03 -0.03 -0.18
H -6.613231 -1.869535 5.315572 -0.04 0.01 -0.06
H -8.498540 -1.251318 6.822261 0.02 -0.03 -0.12
H -10.755725 -0.873666 5.874491 0.09 -0.03 -0.08
H -11.131300 -1.093488 3.434755 0.13 -0.01 0.01
H -9.227417 -1.676888 1.939315 0.04 -0.03 0.06
```
Positions in Å, forces in eV/Å.

Calculated values
gap between HOMO and LUMO: 6.229 eV
HOMO: -7.412 eV
E_LUMO: -1.2 eV
SMILES: CCOCc1c(Cl)c(P(C)C)c(I)c2nc(OC[C@H](C)O)c(B(C)O)nc12.Fc1ccccc1.Fc1ccccc1.Fc1ccccc1

Mulliken atomic charge list, values in e, 5 entries: atom 1 (C): -1.063, atom 2 (C): 0.121, atom 3 (O): -0.283, atom 4 (C): -0.402, atom 5 (C): -0.007

Entry 2:
A molecular structure, C35H39BCoF2N7O2P3Se2, computed with wB97M-V/def2-TZVPD.

```
92
Properties=species:S:1:pos:R:3:forces:R:3
Co -2.655777 -1.415133 -0.389105 -0.86 -0.93 0.48
N -3.461601 -1.852393 1.700808 0.27 0.25 -0.01
C -3.531572 -3.201506 2.283022 -0.17 -0.13 -0.10
C -4.328473 -4.169823 1.407540 0.22 0.07 -0.07
C -3.560158 -4.524988 0.141588 0.04 -0.09 -0.08
O -3.363677 -5.697588 -0.182955 -0.03 0.09 0.01
O -3.131502 -3.518002 -0.532672 -0.11 -0.04 0.08
H -2.873728 -1.263232 2.281793 -0.09 0.10 0.00
H -4.383010 -1.426557 1.685794 -0.01 0.04 0.03
H -3.983445 -3.172114 3.279599 0.06 -0.01 0.00
H -2.511468 -3.577579 2.388614 0.01 0.06 0.04
H -5.273828 -3.704775 1.113830 -0.04 -0.03 0.04
H -4.539579 -5.083209 1.959716 -0.05 0.00 0.00
Se -2.309909 5.014601 0.164838 -0.06 0.06 0.04
P -0.572550 3.878997 0.445011 0.18 0.22 -0.02
C 0.586544 4.241348 -0.899586 -0.06 -0.14 0.10
C 1.065100 5.543915 -1.025556 0.09 -0.02 0.00
C 1.801446 5.904648 -2.141184 0.01 0.02 0.05
C 2.032536 4.977472 -3.148342 0.01 -0.01 -0.09
C 1.522882 3.692456 -3.043819 0.10 0.01 -0.04
C 0.798903 3.322588 -1.921942 0.12 -0.07 0.21
C 0.156255 4.287704 2.066028 -0.09 -0.02 -0.11
C -0.657206 3.947211 3.147972 0.05 -0.02 -0.01
C -0.310655 4.331184 4.430232 0.02 0.02 -0.02
C 0.849003 5.068148 4.639500 0.01 -0.03 0.09
C 1.663756 5.401418 3.569781 0.09 0.02 -0.01
C 1.319470 5.017596 2.279794 -0.02 -0.09 -0.04
C -0.850501 2.088987 0.484117 -0.10 -0.31 0.21
C -0.170260 0.845135 0.566576 0.05 0.34 -0.30
N -1.125355 -0.097550 0.495379 0.10 0.09 0.34
N -2.297358 0.512775 0.418268 0.17 0.28 0.33
N -2.167952 1.805091 0.409784 -0.05 0.00 -0.34
P 1.457613 0.135730 0.954265 -0.02 0.32 0.28
Se 1.630379 -1.807841 0.167469 0.13 -0.23 -0.19
C 2.841548 1.197168 0.408473 -0.23 -0.03 -0.04
C 3.668199 0.717398 -0.603436 0.05 0.00 -0.07
C 4.746236 1.469366 -1.043191 0.01 0.03 0.02
C 5.023357 2.696258 -0.460069 0.07 0.02 -0.08
C 4.213867 3.175310 0.556620 -0.10 0.07 -0.05
C 3.115713 2.440950 0.971630 -0.11 -0.02 0.04
C 1.414156 0.086689 2.789801 -0.04 -0.08 -0.11
C 1.532082 1.211944 3.601486 0.01 0.02 0.03
C 1.380722 1.107313 4.975549 0.00 0.01 -0.02
C 1.086395 -0.116507 5.555558 -0.03 0.03 0.04
C 0.953748 -1.240000 4.754655 0.00 0.02 0.04
C 1.120193 -1.139113 3.382445 0.00 -0.06 0.00
H 0.828202 6.274620 -0.262418 -0.01 0.05 -0.05
H 2.178300 6.914857 -2.237611 -0.01 0.00 0.01
H 2.591625 5.267417 -4.029228 0.01 -0.01 0.01
H 1.687350 2.976283 -3.838456 -0.01 0.00 0.00
H 0.393949 2.322131 -1.839967 -0.01 -0.02 -0.02
H -1.574339 3.400214 2.960845 -0.02 0.01 0.07
H -0.948545 4.070400 5.264530 -0.01 -0.01 0.00
H 1.114123 5.386457 5.639823 0.01 -0.01 0.00
H 2.569348 5.971435 3.734926 -0.01 0.01 0.00
H 1.961978 5.283853 1.449922 -0.02 0.00 0.00
H 3.471150 -0.251601 -1.040695 -0.03 -0.01 0.03
H 5.378605 1.085952 -1.833611 -0.01 0.01 -0.01
H 5.864078 3.285209 -0.804177 0.03 -0.03 0.03
H 4.427907 4.129177 1.021292 -0.03 0.03 -0.02
H 2.469262 2.853932 1.728951 0.10 0.04 -0.09
H 1.731875 2.187136 3.190940 -0.07 0.04 0.05
H 1.483833 1.996119 5.583570 -0.02 0.00 0.02
H 0.947915 -0.188497 6.626828 0.03 -0.02 0.00
H 0.718824 -2.198674 5.198840 0.01 -0.01 -0.02
H 1.019413 -2.016741 2.757636 0.01 0.01 0.01
F -3.224303 -0.599598 -3.237652 0.01 0.25 -0.01
B -3.839917 -0.824386 -2.025465 0.02 -0.55 -0.74
F -5.154461 -1.027656 -2.261399 0.01 0.20 0.27
C -0.542377 -3.820747 -4.921906 0.14 0.13 -0.15
N -1.612874 -4.568406 -4.132946 0.12 -0.04 0.02
C -0.919192 -5.665862 -3.317144 0.08 -0.20 0.13
N 0.111093 -5.124372 -2.512251 0.13 -0.15 0.00
C 1.084132 -4.394657 -3.311774 -0.06 -0.03 -0.02
N 0.464775 -3.312029 -4.066813 0.10 0.05 -0.08
C -0.027303 -2.248339 -3.174998 -0.14 0.10 0.24
P -1.320394 -2.815028 -1.929573 0.80 -0.05 -0.94
C -2.373709 -3.638027 -3.245879 -0.31 0.36 0.46
C -0.406511 -4.343024 -1.386648 -0.09 0.17 0.12
H -1.040057 -3.010360 -5.454825 -0.07 -0.05 0.01
H -0.113828 -4.529861 -5.633651 -0.08 -0.06 0.04
H -2.264877 -5.008111 -4.781454 0.00 0.01 -0.02
H -0.508600 -6.376641 -4.038076 -0.06 0.07 -0.07
H -1.677890 -6.145165 -2.696283 -0.07 0.08 -0.05
H 1.561710 -5.086232 -4.011816 -0.02 0.01 0.01
H 1.840703 -3.977411 -2.649061 0.01 0.00 -0.02
H -0.451586 -1.439608 -3.776511 -0.02 -0.03 0.01
H 0.821442 -1.837024 -2.627318 -0.02 0.00 0.00
H -2.829924 -2.860142 -3.860690 0.07 -0.04 -0.06
H -3.159993 -4.198852 -2.745965 0.03 -0.08 0.03
H -1.078008 -4.972070 -0.805189 -0.09 0.02 0.06
H 0.426562 -4.037558 -0.752334 -0.07 -0.06 -0.03
```
Positions in Å, forces in eV/Å.

Calculated values
spin multiplicity: 4
gap between HOMO and LUMO (spin up / spin down): 6.646 / 7.092 eV
HOMO (spin up / spin down): -6.893 / -7.338 eV
energy relative to the best compared isomer or geometry (same formula, charge and spin): 26.7 kcal per mole
E_LUMO (spin up / spin down): -0.2 / -0.2 eV
⟨S²⟩: 3.76

Mulliken atomic charge list, values in e, 5 entries: atom 1 (Co): -0.132, atom 2 (N): -0.410, atom 3 (C): -0.729, atom 4 (C): -0.771, atom 5 (C): 0.244